[1]
The following is a quantum chemistry calculation of a cluster of 3 separate species, C15H29BN3O4 in total at a distorted geometry, from the Open Molecules 2025 dataset.

Values from the calculation:
* charge: +1
* E_HOMO: -11.33 eV

Last column: Mulliken charge in e.
Element x y z (Å)
1 N 4.02367 0.31189 2.52586  -0.68
2 C -1.28791 1.56079 1.82295  -0.26
3 C 2.11050 -3.12672 -2.42707  -0.56
4 C 0.07064 4.55872 4.59084  -0.29
5 H 4.39757 1.28067 2.30659  0.27
6 H -3.96855 0.08156 -0.96153  0.33
7 C -0.96612 3.59516 3.69746  -0.41
8 C 0.86697 -2.26937 -2.51565  -0.26
9 H 2.13090 -3.65770 -1.46791  0.27
10 C -0.24455 2.52242 2.63450  0.70
11 H -2.44852 -0.83823 -0.89955  0.16
12 H 2.14168 0.45605 3.58993  0.24
13 O -2.28585 1.04207 -1.70771  -0.42
14 H -2.41471 1.84890 -3.59118  0.28
15 H 0.57501 -1.85187 -1.54810  0.16
16 H 3.03384 -2.54915 -2.51836  0.35
17 N 2.17786 3.31003 3.22313  -0.87
18 O -1.00852 -1.14805 2.12168  -0.50
19 H -1.26823 -0.96418 -3.43852  -0.49
20 H 2.81823 2.16151 1.09372  0.42
21 H -2.13120 3.67489 3.82075  0.34
22 H -0.97408 1.32243 0.70896  0.00
23 C 0.40041 -4.32814 -3.49825  -0.45
24 H 2.05836 -0.71981 2.10956  0.15
25 C 1.89676 -4.10918 -3.54949  -0.55
26 O -2.67238 0.08797 3.61959  -0.56
27 H 2.45252 4.94491 4.84534  0.34
28 C 1.90054 1.55991 1.56572  -0.45
29 H 0.13914 -5.12475 -2.79361  0.27
30 C 2.48144 0.31507 2.45457  -0.19
31 N 1.25407 2.56340 2.54938  0.66
32 C -2.10926 -0.29463 -3.65403  0.34
33 H -0.02076 -4.57593 -4.47686  0.28
34 H 4.28731 0.18851 3.54992  0.28
35 H -3.46480 -1.81891 -2.86098  0.35
36 C 1.67960 4.29575 4.21609  -0.19
37 H 2.17427 -3.64734 -4.50436  0.26
38 H -2.22272 0.41053 4.45445  0.31
39 O -0.18225 -3.10929 -3.01653  -0.42
40 H -4.22346 -0.27797 -3.30545  0.30
41 C -3.05098 -0.15447 -1.50747  -0.32
42 C -1.84025 1.07536 -3.07060  -0.50
43 B -1.65352 0.13466 2.55299  0.58
44 H -2.26221 -0.27505 -4.73604  0.40
45 H 1.00285 -1.44583 -3.22512  0.25
46 H 1.21276 1.27343 0.67183  0.20
47 H -0.34346 -1.36220 2.83892  0.26
48 H -0.29556 5.32590 5.39697  0.34
49 H 2.46743 -5.03469 -3.43863  0.34
50 C -3.32332 -0.73532 -2.87777  -0.66
51 H -0.78074 1.34500 -3.10504  0.28
52 H -2.31042 2.17128 1.73413  0.31

Cartesian forces (eV/Å) of the 6 atoms listed first:
N -0.800 1.254 1.013
C 0.096 1.266 -1.079
C 0.321 0.045 0.589
C 0.667 -4.201 -4.162
H -0.769 -1.541 0.256
H 0.096 0.094 -0.008

=====

[2]
The following is a quantum chemistry calculation of a structure of composition C15H29BiOS at a distorted geometry, from the Open Molecules 2025 dataset.

Values from the calculation:
* charge: +2
* E_HOMO (alpha / beta): -14.41 / -14.28 eV

Last column: Mulliken charge in e.
Element x y z (Å)
1 C -1.54965 1.86871 0.05751  0.42
2 H -1.46445 -2.11991 -4.97815  0.37
3 C 0.25306 1.39755 1.42756  0.62
4 H -0.42683 -1.93251 -0.56409  0.15
5 H -3.15744 3.23609 -0.27436  0.33
6 H -1.00221 -0.47323 -5.39393  0.39
7 C -0.33434 -1.10702 -3.43278  -0.12
8 C 4.35210 -1.74524 0.52500  -0.95
9 H -3.21871 -0.81508 1.51974  0.40
10 H 2.72156 -1.65976 2.79716  0.25
11 C -0.96216 -1.73602 -2.16352  -0.90
12 C -0.77211 -0.48070 2.85816  -1.56
13 H -1.06080 0.09013 3.75301  0.34
14 H 0.20947 3.66278 -1.18403  0.42
15 H -1.49417 -1.29300 2.73920  0.41
16 C -0.22887 2.27897 0.41395  0.53
17 H 0.01150 -0.03858 -3.34109  0.19
18 C -1.88104 0.71776 0.84619  0.41
19 H 1.27735 -2.67866 2.41233  0.29
20 C 2.35772 -2.55089 2.26856  -0.83
21 H 0.29296 4.34050 0.47146  0.34
22 H -2.31097 -0.74718 -4.26155  0.34
23 C 0.50871 3.44639 -0.14272  -1.59
24 H -0.77332 -2.83212 -2.20568  0.52
25 O 1.84334 -1.24241 0.06390  -0.68
26 H -2.02242 -1.50706 -2.00400  0.41
27 H 0.57237 -1.68112 -3.72535  0.36
28 H 1.60069 3.27814 -0.12892  0.36
29 S 2.70555 -2.44754 0.51101  0.39
30 H 0.20882 -0.92690 3.05485  0.17
31 Bi 0.16150 -0.31109 -1.01367  1.33
32 H 2.86793 -3.44922 2.63543  0.48
33 H 4.49977 -1.21355 -0.41948  0.36
34 C -2.47379 2.59412 -0.85944  -1.50
35 H -3.67543 -0.10089 -0.04404  0.32
36 H 2.32890 1.97114 1.53955  0.35
37 H -1.92353 3.23901 -1.56615  0.39
38 C -3.23306 0.11942 0.94294  -1.55
39 H -3.09039 1.89541 -1.44821  0.33
40 H 4.48401 -1.06839 1.37274  0.31
41 C -0.76126 0.43080 1.69879  0.88
42 H 1.87237 0.62128 2.60366  0.23
43 H 5.06001 -2.57832 0.58781  0.42
44 H 1.35600 2.27988 2.99945  0.33
45 C -1.33198 -1.11637 -4.58149  -1.36
46 C 1.52165 1.56842 2.17247  -1.51
47 H -3.91840 0.81628 1.46024  0.35

Cartesian forces (eV/Å) of the 6 atoms listed first:
C -1.193 -1.666 0.188
H -0.026 -0.072 0.033
C -0.284 0.654 -1.105
H -0.718 -0.541 0.636
H 0.207 -0.204 -0.252
H 0.149 -0.010 -0.038

=====

[3]
The following is a quantum chemistry calculation of a structure of composition C15H29F3O6Zn at a distorted geometry, from the Open Molecules 2025 dataset.

Values from the calculation:
* energy relative to the best compared isomer or geometry (same formula, charge and spin): 915.96 kJ/mol
* charge: 0
* E_HOMO: -7.48 eV

Last column: Mulliken charge in e.
Element x y z (Å)
1 C -1.33943 -3.14347 3.03501  0.71
2 C 4.83297 -0.07336 3.73481  -1.00
3 H 4.74806 0.45616 4.68376  0.33
4 F -1.98331 -4.73495 -2.62917  -0.27
5 C 3.46250 2.31715 -4.22942  -1.02
6 H 3.46042 3.11237 -4.97488  0.32
7 F -0.32412 -4.66368 -4.15090  -0.27
8 H -0.10832 -4.76362 3.84056  0.28
9 O -1.83934 -1.76353 -2.23190  -0.23
10 H 1.21819 4.12957 -4.21530  0.35
11 H -4.74188 -0.08408 -2.65936  0.37
12 C -0.95729 -4.61565 3.17315  -1.01
13 H -3.12859 0.59675 -2.26042  0.28
14 H -1.97690 4.81946 0.91824  0.28
15 H -3.12698 -3.17946 4.29599  0.37
16 H -0.81635 4.73229 2.27439  0.26
17 H 0.67917 2.57460 -4.95339  0.29
18 H 0.15163 3.04403 -3.31778  0.28
19 C -1.81380 4.45575 1.93274  -1.03
20 O -1.15367 2.22977 1.21575  -0.61
21 H -2.46022 4.98617 2.63195  0.35
22 C -1.99441 2.93510 2.04884  -0.19
23 C -2.21249 -2.60410 4.15187  -1.07
24 H 4.28599 2.33234 -3.51547  0.32
25 H 4.57137 -1.11533 3.91915  0.31
26 H 2.88337 2.65335 2.65696  0.29
27 O -0.79425 -2.36498 2.27079  -0.57
28 O 3.18202 0.17386 2.01015  -0.55
29 Zn 0.56394 -0.39861 -0.21551  1.23
30 C 2.16810 2.37087 -3.49745  0.74
31 C 3.81210 2.27422 3.08336  -1.05
32 H -1.86015 -5.12559 3.50917  0.35
33 H -0.64603 -1.90979 -3.81718  0.23
34 C 0.97166 3.08327 -4.03480  -1.02
35 H 3.48958 1.39148 -4.80433  0.28
36 O 0.27237 -2.42794 -2.07911  -0.76
37 H 3.85033 2.44945 4.15850  0.34
38 H -3.87555 -0.53694 -1.19174  0.30
39 C -0.84366 -2.54496 -2.95370  0.05
40 H -2.97836 -1.11145 -3.99570  0.34
41 H -1.74107 -2.54752 5.13302  0.31
42 C -3.75493 -0.29524 -2.24774  -1.24
43 C -3.00491 -1.41130 -2.94809  -0.28
44 C 3.89442 0.73843 2.82336  0.72
45 O 2.04995 1.74193 -2.44256  -0.55
46 H 5.81843 0.10212 3.30335  0.29
47 H -2.54972 -1.61160 3.85302  0.29
48 H -1.95425 2.67426 3.10641  0.25
49 H -3.58316 -2.33397 -2.89898  0.31
50 H -0.82214 -5.03359 2.17557  0.29
51 H -3.03864 2.83002 1.75449  0.22
52 H 4.65092 2.83424 2.67001  0.31
53 F -2.23455 -3.71893 -4.52145  -0.22
54 C -1.35899 -3.92539 -3.57807  0.71

Cartesian forces (eV/Å) of the 6 atoms listed first:
C 1.768 0.690 1.280
C -0.702 1.529 -0.066
H 0.536 -0.152 0.225
F 0.977 0.896 -1.135
C -0.329 0.390 -0.629
H 0.559 0.161 0.129

=====

[4]
The following is a quantum chemistry calculation of a cluster of 2 separate species, C15H29FO7 in total at a distorted geometry, from the Open Molecules 2025 dataset.

Values from the calculation:
* charge: 0
* E_HOMO: -9.26 eV

Last column: Mulliken charge in e.
Element x y z (Å)
1 H 6.39214 -3.11631 -1.77911  0.23
2 C -1.09467 1.14383 1.36161  -0.43
3 H 4.84846 -3.18386 -0.91508  0.34
4 O 6.19270 1.20588 -2.32056  -0.27
5 H -4.48289 -0.55310 0.12621  0.36
6 O -5.34000 -0.30023 4.62256  -0.52
7 O -4.96489 -1.20347 2.26142  -0.37
8 C -4.83365 -0.15493 1.19572  0.19
9 H 4.92229 0.67833 0.73571  0.40
10 C -4.63607 -0.38420 3.47490  0.56
11 H -8.22585 1.25290 1.70695  0.32
12 C -8.43881 -0.90661 0.99310  -0.25
13 H 5.41262 2.97485 -3.08120  0.36
14 H 2.34990 0.28848 -2.36313  0.45
15 H -1.00536 1.20590 2.52690  0.30
16 H 5.40712 -0.52618 -0.43674  0.13
17 H 7.19674 2.92154 -2.89158  0.33
18 O 5.01842 -1.73212 -2.38564  -0.26
19 C 0.22479 0.25312 0.84824  -0.21
20 H 4.95980 -3.78985 -2.60368  0.32
21 O 3.62298 0.49998 -0.80444  -0.39
22 H -9.51248 -0.84705 1.49333  0.26
23 H -6.47428 0.63339 -0.32541  0.33
24 C 5.87371 1.54098 -0.97051  -0.60
25 H -0.70616 -1.83929 0.75665  0.21
26 O -3.38094 0.26907 3.07015  -0.35
27 C 3.40558 0.07091 -2.15750  -0.38
28 H -7.99673 -1.98200 1.24265  0.23
29 H 6.81977 1.59754 -0.41798  0.39
30 H -0.99718 2.25531 0.95740  0.29
31 F -8.66001 -0.69260 -0.46732  -0.32
32 H 3.10795 -1.98994 -1.58999  0.32
33 H 6.39182 2.00458 -4.19048  0.23
34 H 1.07894 -1.87279 1.43182  0.28
35 C 5.30873 -3.02752 -1.89602  -0.78
36 H 3.98466 0.67460 -2.85743  0.10
37 C 3.62378 -1.42993 -2.37592  -0.55
38 H -7.31362 0.02812 2.81147  0.23
39 H 0.28441 0.30684 -0.32297  0.12
40 H 5.37355 2.51245 -0.91048  0.36
41 C 6.30436 2.34647 -3.15640  -0.80
42 C -6.20000 0.71071 0.81384  -0.66
43 H 1.20599 0.71399 1.31909  0.22
44 C -3.48817 0.73015 1.64782  0.14
45 H -5.95877 1.84099 1.09866  0.28
46 O -2.27720 0.42517 0.86184  -0.26
47 H -0.30146 -1.21561 2.57702  0.26
48 C 0.05943 -1.25836 1.46250  -0.85
49 H 3.21720 -1.72193 -3.35065  0.40
50 H -3.75699 1.88016 1.82206  0.13
51 C 4.97877 0.47178 -0.33931  -0.33
52 C -7.52044 0.28985 1.68990  -0.50

Cartesian forces (eV/Å) of the 6 atoms listed first:
H -0.140 0.084 -0.133
C 2.477 0.167 -0.052
H -0.074 -0.103 -0.008
O -0.375 0.350 -0.029
H -0.745 -0.147 2.742
O 5.415 -0.695 -8.266

=====

Question: Which of these has the highest charge?
Answer: C15H29BiOS

=====

Question: Look up the charge of the second one.
Answer: +2

=====

Question: charge of number 2 (C15H29BiOS)?
Answer: +2